{
  "formula": "C31H61BHfN6OS3Si3",
  "method": "ωB97M-V/def2-TZVPD",
  "e_tot_ha": -3757.37142,
  "e_homo_ev": -13.108,
  "lumo_energy_ev": -5.88,
  "orbital_gap_ev": 7.2,
  "charge": 2,
  "elements": ["Hf", "C", "C", "C", "C", "N", "C", "C", "N", "B", "N", "C", "C", "N", "C", "S", "C", "C", "C", "C", "N", "C", "C", "N", "C", "S", "C", "C", "C", "C", "C", "S", "H", "H", "H", "H", "H", "H", "H", "H", "H", "H", "H", "H", "H", "H", "H", "H", "H", "H", "H", "H", "H", "H", "H", "H", "H", "H", "H", "H", "H", "H", "H", "H", "H", "H", "C", "O", "Si", "C", "C", "C", "Si", "C", "C", "C", "Si", "C", "C", "C", "H", "H", "H", "H", "H", "H", "H", "H", "H", "H", "H", "H", "H", "H", "H", "H", "H", "H", "H", "H", "H", "H", "H", "H", "H", "H", "H"],
  "xyz": [[-0.0193, -0.5477, 1.0422], [-3.5961, 5.0781, 0.9621], [-2.0915, 5.2610, 0.7414], [-1.3587, 5.1326, 2.0732], [-1.7961, 6.6476, 0.1502], [-1.6412, 4.2450, -0.2388], [-1.8749, 4.4357, -1.5809], [-1.3536, 3.3921, -2.2557], [-0.7971, 2.5365, -1.3410], [-0.0203, 1.2690, -1.6666], [1.4198, 1.6039, -2.0367], [1.8737, 2.6642, -2.7764], [3.2210, 2.6781, -2.7019], [3.6188, 1.6326, -1.9037], [2.5031, 0.9921, -1.4954], [2.3755, -0.4163, -0.5321], [5.0583, 1.4212, -1.6364], [5.5968, 2.7029, -0.9876], [5.3076, 0.2340, -0.7136], [5.7510, 1.1721, -2.9811], [-0.7685, 0.3994, -2.6757], [-0.5285, 0.1940, -4.0071], [-1.4661, -0.6647, -4.4669], [-2.3002, -0.9981, -3.4236], [-1.8335, -0.3636, -2.3247], [-2.3501, -0.4537, -0.6980], [-3.4712, -1.8851, -3.6335], [-4.2899, -1.3427, -4.8115], [-4.3795, -1.9188, -2.4081], [-2.9425, -3.2903, -3.9472], [-1.0038, 3.0577, -0.1064], [-0.5412, 2.2577, 1.3315], [-3.9451, 5.8127, 1.6829], [-3.8052, 4.0861, 1.3585], [-4.1582, 5.2152, 0.0406], [-1.6141, 5.9828, 2.6999], [-0.2816, 5.1267, 1.9275], [-1.6511, 4.2316, 2.6020], [-1.9080, 7.3996, 0.9262], [-2.4788, 6.9176, -0.6512], [-0.7756, 6.6999, -0.2246], [-2.3945, 5.2863, -1.9618], [-1.3501, 3.1753, -3.3023], [0.0488, 0.6074, -0.6586], [1.2071, 3.3315, -3.2768], [3.9103, 3.3622, -3.1474], [5.0032, 2.9749, -0.1164], [5.5985, 3.5391, -1.6828], [6.6218, 2.5447, -0.6648], [4.8457, 0.3837, 0.2586], [6.3780, 0.1260, -0.5676], [4.9309, -0.6872, -1.1480], [5.6933, 2.0377, -3.6365], [5.3091, 0.3199, -3.4943], [6.8027, 0.9600, -2.8088], [0.2991, 0.6637, -4.4974], [-1.5987, -1.0590, -5.4531], [-4.6186, -0.3255, -4.6146], [-5.1724, -1.9608, -4.9491], [-3.7452, -1.3536, -5.7497], [-4.6610, -0.9144, -2.1027], [-3.9177, -2.4220, -1.5647], [-5.2864, -2.4587, -2.6594], [-2.4727, -3.3277, -4.9265], [-3.7664, -3.9980, -3.9516], [-2.2176, -3.6121, -3.2009], [0.1755, 1.0823, 4.3468], [0.1459, -0.0176, 3.4336], [0.0670, -1.6489, 4.0146], [1.4827, -1.8636, 5.2653], [-1.5612, -1.8650, 4.9729], [0.1881, -2.3993, 2.2529], [-1.3488, -3.3244, 1.5763], [-1.0541, -3.4416, -0.3294], [-1.7662, -5.0698, 2.1835], [-2.8059, -2.1136, 1.9350], [1.9117, -3.2361, 1.9706], [3.1826, -1.8359, 2.3144], [2.0803, -4.7447, 3.1130], [2.2343, -3.8343, 0.1867], [0.4193, 0.7426, 5.3504], [-0.8022, 1.5657, 4.3620], [0.9295, 1.8002, 4.0183], [1.1922, -1.4695, 6.2373], [2.4081, -1.3770, 4.9769], [1.6970, -2.9147, 5.4132], [-1.3789, -1.7812, 6.0392], [-1.9888, -2.8451, 4.8100], [-2.3119, -1.1221, 4.7207], [-0.5721, -4.3774, -0.5855], [-0.4317, -2.6254, -0.7323], [-1.9984, -3.4295, -0.8626], [-1.0094, -5.7849, 1.8784], [-2.7103, -5.4052, 1.7618], [-1.8548, -5.1236, 3.2633], [-2.4627, -1.0723, 2.0483], [-3.3210, -2.3914, 2.8479], [-3.5573, -2.1247, 1.1502], [3.7513, -2.0167, 3.2218], [2.7027, -0.8550, 2.4103], [3.9050, -1.7732, 1.5055], [1.9118, -4.5078, 4.1548], [3.0679, -5.1836, 3.0382], [1.3684, -5.5167, 2.8444], [2.0064, -3.0887, -0.5709], [1.6882, -4.7378, -0.0517], [3.2904, -4.0667, 0.0792]],
  "lowdin_charge": [1.45, -0.01, -0.54, -0.08, -0.02, 0.02, -0.01, -0.02, 0.05, -0.72, 0.07, -0.01, -0.01, 0.02, -0.58, 0.75, -0.54, -0.01, -0.08, -0.01, 0.06, -0.01, -0.01, 0.03, -0.59, 0.74, -0.53, -0.02, -0.07, -0.01, -0.61, 0.70, 0.10, 0.09, 0.09, 0.10, 0.09, 0.04, 0.10, 0.08, 0.10, 0.13, 0.13, -0.08, 0.13, 0.13, 0.10, 0.08, 0.10, 0.06, 0.10, 0.06, 0.08, 0.10, 0.10, 0.13, 0.13, 0.10, 0.10, 0.08, 0.07, 0.04, 0.10, 0.09, 0.10, 0.08, -0.12, -0.46, 0.45, -0.13, -0.13, -0.60, 0.44, -0.21, -0.15, -0.22, 0.45, -0.21, -0.15, -0.19, 0.09, 0.09, 0.09, 0.04, 0.03, 0.03, 0.04, 0.03, 0.04, 0.04, -0.01, 0.01, 0.03, 0.04, 0.03, -0.01, 0.04, 0.01, 0.03, 0.00, 0.01, 0.01, 0.04, 0.03, -0.03, 0.03, 0.04]
}



{
  "formula": "C31H61BrF3I2N5O8P2",
  "method": "ωB97M-V/def2-TZVPD",
  "e_tot_ha": -6245.06066,
  "e_homo_ev": -8.511,
  "lumo_energy_ev": 0.10,
  "orbital_gap_ev": 8.6,
  "charge": 0,
  "smiles": "CCOCC[C@@](O[C@H](N)[C@@](CCN)(C[C@H](C)Br)N(CCC(F)=C(F)F)/C(I)=C(/C)I)([PH2]=N)P(=N)(O)O.CC(C)=O.CC(C)=O.CC(C)=O.CC(C)=O",
  "elements": ["C", "C", "O", "C", "C", "C", "O", "C", "N", "C", "C", "C", "N", "C", "C", "C", "Br", "N", "C", "C", "C", "F", "C", "F", "F", "C", "I", "C", "C", "I", "P", "N", "P", "N", "O", "O", "H", "H", "H", "H", "H", "H", "H", "H", "H", "H", "H", "H", "H", "H", "H", "H", "H", "H", "H", "H", "H", "H", "H", "H", "H", "H", "H", "H", "H", "H", "H", "H", "H", "H", "H", "H", "H", "C", "C", "O", "C", "H", "H", "H", "H", "H", "H", "C", "C", "O", "C", "H", "H", "H", "H", "H", "H", "C", "C", "O", "C", "H", "H", "H", "H", "H", "H", "C", "C", "O", "C", "H", "H", "H", "H", "H", "H"],
  "xyz": [[1.7639, -1.8990, 7.1585], [2.0574, -0.6113, 6.3869], [0.8431, 0.1223, 6.3055], [0.8445, 1.0351, 5.2319], [-0.5648, 1.4494, 4.8653], [-1.3711, 0.5635, 3.8735], [-1.3260, 0.8642, 2.5118], [-0.0513, 1.1736, 1.9329], [0.2332, 2.5973, 2.1325], [-0.1269, 0.9058, 0.3989], [-1.0364, -0.3143, 0.1155], [-0.8293, -1.6053, 0.9168], [0.5679, -1.9163, 1.2279], [-0.9407, 2.1140, -0.1809], [-1.5356, 1.8421, -1.5906], [-1.3856, 3.0925, -2.4736], [-3.4609, 1.4862, -1.5185], [1.2092, 0.9697, -0.2660], [1.4924, -0.0734, -1.2475], [2.7096, 0.3375, -2.1324], [2.4955, -0.2389, -3.4960], [3.0362, -1.4384, -3.8106], [1.7342, 0.4064, -4.3968], [1.7332, 1.7318, -4.5883], [0.8579, -0.1991, -5.2228], [2.3546, 1.2477, 0.5043], [3.3409, -0.2571, 1.7173], [2.9779, 2.4354, 0.5059], [4.2052, 2.7914, 1.2929], [2.3078, 4.0284, -0.6941], [-1.1629, -1.2411, 4.3472], [0.2187, -1.9529, 4.0673], [-3.1797, 0.9452, 4.2791], [-4.0885, 0.7378, 3.0323], [-3.2342, 2.4200, 4.9121], [-3.6382, -0.1210, 5.3840], [2.2263, -2.7538, 6.6810], [0.6936, -2.0643, 7.1456], [2.0864, -1.8136, 8.1903], [2.7777, -0.0039, 6.9341], [2.4411, -0.8952, 5.4103], [1.3629, 1.9293, 5.5947], [1.4511, 0.6604, 4.4060], [-1.1164, 1.4600, 5.8047], [-0.5364, 2.4856, 4.5590], [0.7182, 0.5771, 2.4086], [-0.5955, 3.0665, 2.4664], [0.9584, 2.7016, 2.8288], [-1.0830, -0.5904, -0.9302], [-2.0355, 0.0217, 0.3654], [-1.4656, -1.5754, 1.7899], [-1.2406, -2.4155, 0.3084], [0.5574, -2.6174, 1.9628], [0.9383, -2.4207, 0.4307], [-1.7881, 2.3336, 0.4599], [-0.3088, 2.9718, -0.3237], [-1.0128, 1.0529, -2.1113], [-0.4063, 3.5385, -2.3401], [-2.1920, 3.7877, -2.2766], [-1.4587, 2.7944, -3.5179], [0.6726, -0.1984, -1.9388], [1.7498, -1.0388, -0.8133], [3.5934, -0.1216, -1.6967], [2.7904, 1.4142, -2.2199], [5.0258, 2.1491, 0.9862], [4.4992, 3.8158, 1.1078], [4.0563, 2.6448, 2.3580], [-2.1879, -1.9321, 3.6692], [-1.4448, -1.2538, 5.7214], [0.8623, -1.3214, 3.6022], [-4.5658, 1.5990, 2.7937], [-4.1373, 2.5450, 5.2262], [-4.3531, -0.6180, 4.9688], [-6.0428, 1.0693, -5.8085], [-4.6247, 1.5658, -5.9543], [-4.3812, 2.7089, -6.2570], [-3.5245, 0.5637, -5.7026], [-6.7332, 1.8835, -6.0148], [-6.2296, 0.2569, -6.5126], [-6.2091, 0.7099, -4.7919], [-3.6055, -0.2693, -6.4040], [-3.5908, 0.1858, -4.6808], [-2.5593, 1.0486, -5.8377], [0.1503, -1.2460, -8.0711], [-1.0837, -2.0375, -8.4246], [-1.3292, -3.0950, -7.8938], [-1.9996, -1.4456, -9.4692], [0.7174, -1.7790, -7.3128], [0.7765, -1.1121, -8.9546], [-0.1361, -0.2701, -7.6777], [-1.4627, -1.3224, -10.4107], [-2.3678, -0.4735, -9.1366], [-2.8454, -2.1106, -9.6280], [6.2048, 3.0551, 7.2062], [4.7601, 2.6693, 7.4108], [3.9799, 2.6281, 6.4897], [4.3333, 2.3357, 8.8200], [6.3768, 3.2679, 6.1539], [6.4411, 3.9445, 7.7922], [6.8575, 2.2373, 7.5148], [4.4924, 3.1954, 9.4725], [4.9096, 1.4884, 9.1947], [3.2769, 2.0766, 8.8265], [-0.6734, -7.6820, -5.8693], [-1.3640, -6.6654, -4.9899], [-1.8439, -6.9777, -3.9255], [-1.4229, -5.2504, -5.5067], [-0.6993, -8.6557, -5.3857], [-1.1810, -7.7490, -6.8326], [0.3660, -7.3920, -6.0304], [-1.9593, -5.2155, -6.4543], [-0.4150, -4.8612, -5.6534], [-1.9421, -4.6246, -4.7841]],
  "lowdin_charge": [-0.06, -0.26, -0.18, -0.25, -0.16, -0.55, -0.14, -0.32, 0.11, -0.31, -0.14, -0.24, -0.04, -0.18, -0.70, -0.15, 0.72, -0.08, -0.17, -0.08, -0.21, 0.08, -0.27, 0.12, 0.11, -0.72, 0.98, -0.77, -0.23, 0.99, 0.82, -0.25, 0.51, -0.15, -0.13, -0.19, 0.07, 0.06, 0.06, 0.10, 0.09, 0.12, 0.08, 0.11, 0.11, 0.06, 0.10, 0.08, 0.09, 0.08, 0.05, 0.11, 0.04, 0.06, 0.10, 0.02, 0.07, 0.03, 0.06, 0.07, 0.11, 0.09, 0.11, 0.08, 0.06, 0.03, 0.06, 0.02, 0.02, -0.07, -0.01, 0.09, 0.08, -0.02, -0.51, 0.07, -0.02, 0.08, 0.08, 0.08, 0.08, 0.07, 0.08, -0.02, -0.50, 0.06, -0.02, 0.07, 0.09, 0.08, 0.09, 0.08, 0.08, -0.02, -0.51, 0.06, -0.02, 0.08, 0.09, 0.09, 0.09, 0.09, 0.08, -0.03, -0.51, 0.06, -0.03, 0.08, 0.08, 0.08, 0.07, 0.08, 0.08]
}